(1)
{
  "formula": "C6H30NO9",
  "method": "ωB97M-V/def2-TZVPD",
  "spin_multiplicity": 2,
  "charge": 2,
  "largest_force_ha_per_bohr": 0.093,
  "homo_ev": [-16.850, -16.823],
  "homo_lumo_gap_ev": [9.9, 5.4],
  "symbols": ["C", "O", "C", "C", "C", "C", "C", "N", "H", "H", "H", "H", "H", "H", "H", "H", "H", "H", "H", "H", "H", "H", "H", "H", "O", "H", "H", "O", "H", "H", "O", "H", "H", "O", "H", "H", "O", "H", "H", "O", "H", "H", "O", "H", "H", "O"],
  "positions_angstrom": [[-1.40231, 1.01724, -2.71308], [-1.54734, -0.08362, -3.59466], [-0.29879, 0.76673, -1.65143], [-0.87575, 1.42416, -0.42221], [0.24143, 1.72297, 0.70551], [1.99071, -0.14921, 0.91971], [0.86810, 0.49906, 1.25320], [-0.36343, -0.78843, -1.29999], [-1.24312, 1.93937, -3.27100], [-2.43944, 0.98300, -2.14343], [-0.95060, -0.00078, -4.33801], [0.66644, 1.05235, -1.99522], [-1.65994, 0.66375, 0.00237], [-1.34270, 2.41593, -0.54568], [-0.41328, 2.19558, 1.36442], [0.91107, 2.56886, 0.41186], [2.20149, -1.15650, 1.26912], [2.71341, 0.13376, 0.12430], [0.18754, 0.02353, 1.94038], [-0.68957, -1.35816, -2.08113], [-1.09969, -1.00017, -0.48508], [0.59171, -1.07280, -0.91826], [4.40134, 1.74495, -0.53080], [3.36152, 2.80447, -0.18689], [3.37029, 1.88368, -0.46153], [2.83163, 0.79262, -1.80322], [3.80789, 0.42943, -2.94099], [2.92711, 0.19184, -2.56048], [-3.25668, -1.45025, 0.70981], [-3.23035, -2.23179, -0.62084], [-2.58441, -1.84518, 0.01313], [1.06298, 2.81629, 3.98965], [2.04384, 2.49686, 2.96571], [1.29179, 2.10904, 3.39010], [2.74954, -4.09966, -1.17956], [3.15999, -2.75513, -1.43979], [2.39800, -3.22238, -1.13068], [-1.79470, -0.28002, 4.08587], [-2.48855, -1.57225, 3.92978], [-2.71182, -0.62132, 3.92728], [-3.69386, -0.48191, 2.46915], [-4.74495, 0.35889, 1.75033], [-4.08178, -0.37463, 1.59186], [-1.07823, -2.70916, 0.57975], [0.42901, -3.08217, 0.75210], [-0.21551, -2.69883, 0.16855]],
  "atomic_forces_ev_per_a": [[-2.04, -1.46, 0.51], [0.19, 0.03, 0.29], [-3.11, -1.81, 0.06], [0.20, -1.02, 1.50], [1.54, 0.18, -1.07], [3.45, -2.25, -1.98], [-3.94, 2.69, 0.52], [0.93, 2.26, 1.76], [-0.11, 0.19, 0.36], [2.02, 0.64, -1.15], [0.19, 0.04, -0.42], [0.85, -0.02, -0.06], [1.17, 1.91, -0.52], [0.16, -0.56, -0.34], [-0.88, 0.28, 1.98], [-0.18, -1.17, -0.40], [-0.14, 0.20, 0.62], [-0.97, 0.22, 0.85], [0.01, -0.45, 0.24], [0.48, 0.02, -0.40], [1.35, 0.33, -2.12], [-1.87, -0.28, -1.20], [-2.79, 0.17, 0.09], [-0.30, 0.42, -0.04], [3.56, 0.11, 0.08], [0.28, 0.10, -0.58], [-1.10, -0.34, 0.27], [0.73, 0.14, -0.01], [1.32, -0.26, -1.46], [0.82, 0.13, 0.28], [-2.57, 0.50, 1.00], [-0.50, 0.16, 0.70], [0.98, 0.16, -0.46], [-0.33, -0.32, -0.12], [-0.17, -1.31, 0.12], [0.66, 1.01, -0.48], [-0.48, 0.53, 0.39], [-1.31, 0.21, -0.02], [-0.71, 0.19, 0.19], [2.10, -0.59, 0.12], [0.32, 0.00, 0.52], [0.89, -1.37, -0.67], [-1.26, 1.54, 0.30], [-0.62, -0.37, 0.27], [0.31, -0.69, 0.28], [0.85, -0.05, 0.21]],
  "mulliken_spin": [0.0110, 0.0035, 0.0259, 0.0751, 0.1122, 0.3068, 0.2820, 0.0171, -0.0005, 0.0006, -0.0001, -0.0110, 0.0002, -0.0045, 0.0264, -0.0012, 0.0110, 0.0762, 0.0401, -0.0019, 0.0034, -0.0061, -0.0007, 0.0006, 0.0051, 0.0055, -0.0001, 0.0012, -0.0001, 0.0001, -0.0007, 0.0024, 0.0015, 0.0079, 0.0000, -0.0002, 0.0008, 0.0004, 0.0000, -0.0001, 0.0000, 0.0000, 0.0000, 0.0000, -0.0013, 0.0116]
}


(2)
{
  "formula": "C6H30O10",
  "method": "ωB97M-V/def2-TZVPD",
  "charge": 0,
  "smiles": "C=CC=C(C)C.O.O.O.O.O.O.O.O.O.O",
  "largest_force_ha_per_bohr": 0.035,
  "homo_ev": -8.779,
  "homo_lumo_gap_ev": 9.0,
  "symbols": ["C", "C", "C", "C", "C", "C", "H", "H", "H", "H", "H", "H", "H", "H", "H", "H", "O", "H", "H", "O", "H", "H", "O", "H", "H", "O", "H", "H", "O", "H", "H", "O", "H", "H", "O", "H", "H", "O", "H", "H", "O", "H", "H", "O", "H", "H"],
  "positions_angstrom": [[0.88173, 0.57881, -0.21229], [0.90388, -0.65816, 0.26933], [0.00146, -1.70162, -0.24607], [0.08230, -3.02839, -0.09488], [1.32777, -3.79067, 0.26349], [-1.14064, -3.87933, -0.29773], [0.45622, 0.90431, -1.15830], [1.33963, 1.45931, 0.23074], [1.39795, -0.84003, 1.20815], [-0.96926, -1.37232, -0.56912], [1.15626, -4.49336, 1.06091], [2.08210, -3.05633, 0.58656], [1.78505, -4.26371, -0.59779], [-0.86896, -4.69089, -0.96035], [-1.96429, -3.26885, -0.67023], [-1.54636, -4.29695, 0.63383], [0.59540, 2.61181, -3.61335], [1.17124, 3.34963, -3.79694], [0.88462, 1.72327, -3.81576], [-0.78554, 3.16107, 1.12553], [-0.81902, 2.29200, 0.69562], [-1.41736, 3.05023, 1.84167], [3.72862, 1.07353, 2.95731], [3.56378, 1.98182, 2.59560], [2.79662, 0.85432, 2.79982], [-0.03172, -1.92389, 2.78368], [-0.92311, -2.14154, 2.52064], [0.64536, -2.50668, 2.44325], [2.51488, 2.91079, 1.47431], [3.15963, 3.20702, 0.84357], [1.58879, 2.90302, 1.22022], [-3.47175, 1.72530, -1.41446], [-3.95809, 1.91157, -0.60052], [-3.08688, 2.61386, -1.57059], [2.76738, -0.54717, -2.52393], [3.26644, -0.44184, -1.71937], [1.98788, -1.09174, -2.44897], [-1.84042, 0.70410, 2.44864], [-2.54031, 0.24441, 1.98452], [-1.09186, 0.12425, 2.62814], [-1.42391, 3.39239, -1.58718], [-0.68312, 3.45816, -2.20067], [-1.13973, 3.49043, -0.66777], [-3.15579, -0.84754, -1.18388], [-3.14063, 0.13350, -1.32897], [-4.08624, -1.01790, -1.33645]],
  "atomic_forces_ev_per_a": [[0.26, 1.19, -0.53], [-0.58, 0.32, -0.39], [0.06, -0.54, 0.43], [-0.04, -0.36, -0.04], [0.44, 1.72, 0.25], [-0.16, 0.52, 0.01], [-0.54, -0.67, -0.03], [0.43, -0.85, 0.30], [0.34, -0.09, 0.07], [-0.23, 0.45, -0.26], [-0.02, -0.53, 0.20], [0.01, -0.28, 0.13], [-0.19, -0.41, -0.18], [-0.39, -0.36, -0.23], [0.10, -0.14, -0.43], [0.51, -0.13, 0.05], [-1.53, 0.45, 0.76], [0.79, -0.59, -0.46], [0.85, 0.27, -0.24], [0.22, -0.22, -0.42], [0.04, -0.17, 0.32], [-0.02, -0.03, 0.26], [-1.00, 1.10, -0.53], [0.93, -0.68, 0.51], [0.24, -0.91, 0.38], [0.13, 1.12, 1.31], [0.15, -0.74, -0.48], [-0.48, -0.43, -0.36], [0.04, -0.07, 1.29], [-0.39, 0.31, -0.90], [0.12, 0.64, -0.46], [-0.70, 1.29, 0.59], [-0.21, -0.41, -0.05], [0.65, -0.66, -0.50], [0.44, 0.60, -1.53], [-0.44, -0.36, 0.59], [-0.03, -0.23, 0.83], [0.01, 0.82, 0.23], [0.20, -0.49, -0.12], [-0.15, -0.33, -0.24], [-0.33, 0.30, -0.11], [0.09, -0.26, 0.13], [0.24, 0.35, -0.20], [-0.09, 0.54, 0.08], [0.43, -0.64, 0.02], [-0.20, -0.43, -0.06]],
  "mulliken_charge": [-1.0541, 0.9408, -0.0716, 0.7366, -1.5215, -1.3708, 0.1691, -0.0925, 0.2148, 0.0850, 0.3802, 0.3398, 0.4281, 0.3764, 0.2791, 0.2963, -0.6265, 0.3040, 0.3013, -0.6661, 0.3782, 0.2747, -0.6618, 0.4167, 0.2823, -0.6225, 0.3254, 0.2526, -0.6877, 0.2930, 0.3180, -0.6835, 0.2877, 0.3232, -0.6362, 0.3127, 0.3220, -0.6156, 0.3015, 0.2888, -0.6529, 0.2659, 0.4421, -0.6010, 0.3666, 0.2616]
}